ORCA calculation (ωB97M-V with the def2-TZVPD basis set) on a cluster of 9 separate species, C38H95N9O4 in total at a distorted geometry.

Each atom is followed by the atoms it is bonded to, with distances in Å.
Element x y z (Å)
1 O -2.046 -5.105 -3.731  C2 1.162
2 C -1.037 -5.558 -4.085  O1 1.162, N3 1.291, C4 1.513
3 N -0.754 -5.888 -5.301  C2 1.291, H5 1.010, H6 1.010
4 C 0.117 -5.466 -3.111  C2 1.513, H7 1.090, H8 1.090, H9 1.090
5 H -1.538 -5.726 -5.916  N3 1.010
6 H -0.083 -6.643 -5.316  N3 1.010
7 H 1.004 -4.946 -3.472  C4 1.090
8 H 0.274 -6.487 -2.765  C4 1.090
9 H -0.160 -4.812 -2.284  C4 1.090
10 O -9.138 -4.083 0.275  C11 1.248
11 C -8.095 -3.983 -0.402  O10 1.248, N12 1.349, C13 1.565
12 N -7.045 -4.819 -0.262  C11 1.349, H14 1.010, H15 1.010
13 C -7.750 -2.852 -1.428  C11 1.565, H16 1.090, H17 1.090, H18 1.090
14 H -7.052 -5.461 0.518  N12 1.010
15 H -6.342 -4.948 -0.976  N12 1.010
16 H -8.088 -3.040 -2.447  C13 1.090
17 H -6.706 -2.548 -1.509  C13 1.090
18 H -8.385 -1.978 -1.284  C13 1.090
19 O -6.685 -1.979 8.823  C20 1.205
20 C -7.328 -2.992 8.721  O19 1.205, N21 1.349, C22 1.530
21 N -7.069 -4.073 9.485  C20 1.349, H23 1.010, H24 1.010
22 C -8.466 -3.134 7.708  C20 1.530, H25 1.090, H26 1.090, H27 1.090
23 H -7.785 -4.779 9.586  N21 1.010
24 H -6.274 -3.964 10.098  N21 1.010
25 H -9.025 -4.064 7.813  C22 1.090
26 H -8.172 -3.170 6.659  C22 1.090
27 H -9.017 -2.209 7.885  C22 1.090
28 O 7.748 -6.426 -0.975  C29 1.240
29 C 6.684 -6.803 -0.461  O28 1.240, N30 1.358, C31 1.479
30 N 5.933 -7.811 -0.975  C29 1.358, H32 1.010, H33 1.010
31 C 6.072 -6.115 0.696  C29 1.479, H34 1.090, H35 1.090, H36 1.090
32 H 5.041 -8.029 -0.555  N30 1.010
33 H 6.357 -8.438 -1.644  N30 1.010
34 H 5.345 -5.431 0.258  C31 1.090
35 H 6.807 -5.380 1.024  C31 1.090
36 H 5.542 -6.623 1.502  C31 1.090
37 C 0.219 6.713 -11.226  C38 1.678, H44 1.090, H45 1.090, H46 1.090
38 C 0.729 6.100 -9.749  C37 1.678, N39 1.485, H47 1.090, H48 1.090
39 N -0.364 5.366 -9.064  C38 1.485, C40 1.453, C42 1.434
40 C -0.251 5.478 -7.620  N39 1.453, C41 1.497, H49 1.090, H50 1.090
41 C 0.846 4.594 -7.113  C40 1.497, H51 1.090, H52 1.090, H53 1.090
42 C -0.595 4.108 -9.712  N39 1.434, C43 1.525, H54 1.090, H55 1.090
43 C -1.885 3.495 -9.179  C42 1.525, H56 1.090, H57 1.090, H58 1.090
44 H 0.535 6.011 -11.998  C37 1.090
45 H 0.675 7.676 -11.457  C37 1.090
46 H -0.828 7.006 -11.150  C37 1.090
47 H 1.709 5.636 -9.861  C38 1.090
48 H 1.145 6.840 -9.065  C38 1.090
49 H -0.230 6.527 -7.324  C40 1.090
50 H -1.082 5.053 -7.058  C40 1.090
51 H 0.397 3.707 -6.666  C41 1.090
52 H 1.538 4.158 -7.834  C41 1.090
53 H 1.352 5.200 -6.361  C41 1.090
54 H 0.309 3.507 -9.609  C42 1.090
55 H -0.755 4.366 -10.759  C42 1.090
56 H -2.209 2.573 -9.662  C43 1.090
57 H -2.700 4.218 -9.138  C43 1.090
58 H -1.654 3.092 -8.193  C43 1.090
59 C -7.076 9.181 1.910  C60 1.473, H66 1.090, H67 1.090, H68 1.090
60 C -7.377 9.756 0.588  C59 1.473, N61 1.427, H69 1.090, H70 1.090
61 N -8.758 10.048 0.377  C60 1.427, C62 1.485, C64 1.463
62 C -9.024 10.162 -1.079  N61 1.485, C63 1.491, H71 1.090, H72 1.090
63 C -9.239 8.820 -1.691  C62 1.491, H73 1.090, H74 1.090, H75 1.090
64 C -9.075 11.282 1.098  N61 1.463, C65 1.554, H76 1.090, H77 1.090
65 C -10.463 11.940 0.862  C64 1.554, H78 1.090, H79 1.090, H80 1.090
66 H -6.159 8.635 1.688  C59 1.090
67 H -7.915 8.542 2.188  C59 1.090
68 H -6.674 9.868 2.653  C59 1.090
69 H -6.678 10.569 0.390  C60 1.090
70 H -7.103 9.084 -0.226  C60 1.090
71 H -8.147 10.669 -1.483  C62 1.090
72 H -9.971 10.694 -1.165  C62 1.090
73 H -9.595 8.768 -2.720  C63 1.090
74 H -9.989 8.318 -1.080  C63 1.090
75 H -8.324 8.260 -1.881  C63 1.090
76 H -9.014 11.063 2.164  C64 1.090
77 H -8.264 11.965 0.847  C64 1.090
78 H -10.873 12.573 1.649  C65 1.090
79 H -10.420 12.429 -0.112  C65 1.090
80 H -11.216 11.177 0.669  C65 1.090
81 C 2.359 0.831 0.804  C82 1.546, H88 1.090, H89 1.090, H90 1.090
82 C 0.837 0.693 1.035  C81 1.546, N83 1.406, H91 1.090, H92 1.090
83 N 0.450 0.409 2.357  C82 1.406, C84 1.459, C86 1.508
84 C -0.932 -0.053 2.429  N83 1.459, C85 1.545, H93 1.090, H94 1.090
85 C -1.044 -1.338 3.278  C84 1.545, H95 1.090, H96 1.090, H97 1.090
86 C 0.843 1.417 3.407  N83 1.508, C87 1.489, H98 1.090, H99 1.090
87 C 0.283 2.773 3.153  C86 1.489, H100 1.090, H101 1.090, H102 1.090
88 H 2.588 1.038 -0.242  C81 1.090
89 H 2.892 -0.037 1.192  C81 1.090
90 H 2.760 1.700 1.326  C81 1.090
91 H 0.306 1.531 0.584  C82 1.090
92 H 0.520 -0.153 0.425  C82 1.090
93 H -1.539 0.621 3.033  C84 1.090
94 H -1.318 -0.261 1.431  C84 1.090
95 H -2.052 -1.730 3.141  C85 1.090
96 H -0.358 -2.124 2.961  C85 1.090
97 H -0.832 -1.086 4.317  C85 1.090
98 H 1.930 1.482 3.354  C86 1.090
99 H 0.601 0.979 4.375  C86 1.090
100 H -0.802 2.677 3.129  C87 1.090
101 H 0.714 3.082 2.200  C87 1.090
102 H 0.515 3.567 3.862  C87 1.090
103 C 11.899 3.061 5.437  C104 1.502, H110 1.090, H111 1.090, H112 1.090
104 C 10.983 3.446 4.310  C103 1.502, N105 1.481, H113 1.090, H114 1.090
105 N 11.671 4.041 3.141  C104 1.481, C106 1.517, C108 1.467
106 C 12.436 5.335 3.349  N105 1.517, C107 1.541, H115 1.090, H116 1.090
107 C 11.584 6.416 4.044  C106 1.541, H117 1.090, H118 1.090, H119 1.090
108 C 11.095 4.042 1.793  N105 1.467, C109 1.515, H120 1.090, H121 1.090
109 C 10.725 2.715 1.162  C108 1.515, H122 1.090, H123 1.090, H124 1.090
110 H 12.570 2.358 4.943  C103 1.090
111 H 11.287 2.552 6.181  C103 1.090
112 H 12.392 3.862 5.987  C103 1.090
113 H 10.316 2.618 4.072  C104 1.090
114 H 10.306 4.218 4.674  C104 1.090
115 H 13.405 5.271 3.844  C106 1.090
116 H 12.665 5.799 2.390  C106 1.090
117 H 11.611 6.354 5.132  C107 1.090
118 H 12.015 7.371 3.742  C107 1.090
119 H 10.535 6.581 3.797  C107 1.090
120 H 11.399 4.854 1.132  C108 1.090
121 H 10.083 4.421 1.933  C108 1.090
122 H 9.941 2.128 1.640  C109 1.090
123 H 11.539 2.042 0.891  C109 1.090
124 H 10.372 2.995 0.170  C109 1.090
125 C 2.622 -13.559 0.563  C126 1.462, H132 1.090, H133 1.090, H134 1.090
126 C 1.317 -12.962 0.842  C125 1.462, N127 1.415, H135 1.090, H136 1.090
127 N 1.209 -11.626 1.294  C126 1.415, C128 1.475, C130 1.517
128 C 1.947 -11.433 2.557  N127 1.475, C129 1.527, H137 1.090, H138 1.090
129 C 1.618 -12.323 3.753  C128 1.527, H139 1.090, H140 1.090, H141 1.090
130 C -0.249 -11.356 1.612  N127 1.517, C131 1.545, H142 1.090, H143 1.090
131 C -1.175 -11.264 0.379  C130 1.545, H144 1.090, H145 1.090, H146 1.090
132 H 3.081 -13.831 1.514  C125 1.090
133 H 3.261 -12.848 0.038  C125 1.090
134 H 2.611 -14.400 -0.130  C125 1.090
135 H 0.901 -12.912 -0.164  C126 1.090
136 H 0.846 -13.595 1.595  C126 1.090
137 H 2.990 -11.638 2.319  C128 1.090
138 H 1.734 -10.438 2.947  C128 1.090
139 H 1.428 -13.387 3.615  C129 1.090
140 H 2.405 -12.140 4.485  C129 1.090
141 H 0.811 -11.880 4.338  C129 1.090
142 H -0.366 -10.458 2.218  C130 1.090
143 H -0.670 -12.167 2.207  C130 1.090
144 H -1.012 -12.114 -0.283  C131 1.090
145 H -1.129 -10.196 0.167  C131 1.090
146 H -2.160 -11.437 0.813  C131 1.090

Computed properties:
Gap between HOMO and LUMO, Ha: 0.289
Structure (SMILES): CCN(CC)CC.CCN(CC)CC.CCN(CC)CC.CCN(CC)CC.CCN(CC)CC.CC(N)=O.CC(N)=O.CC(N)=O.CC(N)=O
Maximum force, eV/Å: 5.996
Total energy, eV: -62541.78241